# 1
This record from OMol25 describes C42H36BBrN15O2Sr as an isolated structure. The level of theory is ωB97M-V with the def2-TZVPD basis set.

Summary:
F_max	0.0476	Eh/bohr
molar mass	961.2	Da
frontier orbital gap (spin up / spin down)	6.5932 / 5.4459	eV
spin multiplicity	2
charge	0
HOMO level (spin up / spin down)	-0.299 / -0.299	Ha
energy above the lowest of the compared OMol25 structures with the same formula, charge and spin	0.349	eV
LUMO level (spin up / spin down)	-1.5 / -2.7	eV

Last column: Mulliken charge in e.
Geometry (Å):
Sr  0.41  0.54  0.04  2.868
C  4.16  1.60  -0.38  -1.182
C  3.87  0.29  0.29  0.287
C  4.74  -0.81  0.50  -1.668
C  3.97  -1.75  1.13  -0.194
N  2.72  -1.25  1.29  1.570
N  2.66  0.01  0.75  -0.485
B  1.53  -1.94  2.06  -0.115
N  0.55  -2.62  1.05  -0.812
C  0.16  -3.90  0.90  0.086
C  -0.77  -3.96  -0.11  -1.972
C  -0.91  -2.64  -0.55  0.062
C  -1.80  -2.12  -1.63  -1.207
N  -0.11  -1.83  0.14  1.069
N  0.76  -0.87  2.91  1.411
C  0.33  -1.01  4.18  -0.247
C  -0.19  0.19  4.60  -1.761
C  -0.05  1.05  3.49  0.456
C  -0.41  2.50  3.37  -1.211
N  0.51  0.40  2.47  -0.386
N  2.17  -2.91  3.07  1.296
C  3.08  -2.49  3.99  -0.503
C  3.45  -3.58  4.74  -1.433
C  2.70  -4.65  4.20  0.640
C  2.70  -6.09  4.63  -1.295
N  1.93  -4.24  3.20  -1.365
H  5.18  1.62  -0.77  0.381
H  3.46  1.79  -1.20  0.104
H  4.04  2.43  0.32  0.289
H  5.78  -0.88  0.24  0.416
H  4.22  -2.75  1.47  0.516
H  0.57  -4.67  1.54  0.668
H  -1.29  -4.84  -0.47  0.480
H  -2.67  -2.77  -1.76  0.440
H  -2.16  -1.11  -1.40  0.130
H  -1.28  -2.08  -2.59  0.135
H  0.45  -1.94  4.71  0.536
H  -0.60  0.43  5.57  0.519
H  -0.71  2.90  4.34  0.377
H  0.44  3.08  3.00  0.277
H  -1.23  2.66  2.67  0.134
H  3.39  -1.46  4.04  0.598
H  4.15  -3.61  5.56  0.392
H  3.37  -6.23  5.47  0.370
H  1.70  -6.41  4.92  0.294
H  3.03  -6.74  3.82  0.282
Br  -0.85  7.08  -7.05  -0.155
C  -0.29  5.30  -7.28  0.117
C  0.54  4.72  -6.34  -0.656
C  0.95  3.41  -6.51  0.121
C  0.53  2.68  -7.63  0.051
C  -0.27  3.30  -8.59  -0.280
C  -0.71  4.60  -8.40  -0.477
N  0.97  1.37  -7.90  -0.875
N  1.23  0.59  -6.95  -0.060
C  0.68  0.61  -5.72  -0.446
C  -0.63  1.15  -5.47  -0.255
C  -1.12  1.23  -4.22  -1.078
C  -0.34  0.79  -3.06  0.311
O  -0.73  0.96  -1.92  0.067
C  0.95  0.09  -3.34  -0.148
N  1.60  -0.41  -2.28  0.701
C  2.73  -1.07  -2.49  -0.334
C  3.29  -1.23  -3.76  -1.179
C  2.64  -0.69  -4.85  -0.678
C  1.42  -0.02  -4.64  1.287
H  0.88  5.28  -5.47  0.471
H  1.62  2.94  -5.79  0.471
H  -0.58  2.73  -9.46  0.429
H  -1.36  5.07  -9.13  0.420
H  -1.23  1.47  -6.31  0.454
H  -2.10  1.65  -4.02  0.509
H  3.23  -1.48  -1.61  0.332
H  4.22  -1.77  -3.88  0.493
H  3.03  -0.79  -5.85  0.495
O  1.76  5.01  0.04  -0.718
C  1.26  3.91  -0.07  0.595
N  0.78  2.82  -0.17  -1.164
N  -7.58  -0.72  7.66  -0.505
C  -6.92  -0.45  6.75  0.013
C  -6.10  -0.11  5.61  0.486
C  -6.57  0.79  4.65  -0.939
C  -5.79  1.11  3.56  -0.557
C  -4.53  0.55  3.42  1.127
C  -4.05  -0.34  4.38  0.152
C  -4.84  -0.67  5.46  -1.072
N  -3.72  0.88  2.30  0.464
C  -3.81  2.01  1.49  -0.244
C  -2.79  1.91  0.60  -1.409
N  -2.09  0.74  0.82  0.730
C  -2.67  0.15  1.83  -1.184
H  -7.56  1.22  4.76  0.444
H  -6.18  1.79  2.81  0.375
H  -3.05  -0.74  4.29  0.201
H  -4.47  -1.35  6.21  0.442
H  -4.54  2.78  1.65  0.385
H  -2.50  2.60  -0.18  0.494
H  -2.37  -0.80  2.25  0.530


# 2
This record from OMol25 describes C42H36BeN2O2S3 as an isolated structure. The level of theory is ωB97M-V with the def2-TZVPD basis set.

Summary:
F_max	0.0172	Eh/bohr
molar mass	706.0	Da
frontier orbital gap	7.3332	eV
spin multiplicity	1
charge	+2
HOMO level	-0.493	Ha
energy above the lowest of the compared OMol25 structures with the same formula, charge and spin	1.447	eV
LUMO level	-6.1	eV

Last column: Mulliken charge in e.
Geometry (Å):
Be  1.94  -0.91  -1.09  0.597
C  1.69  6.49  0.43  -1.579
C  1.84  5.00  0.43  1.060
C  1.85  4.27  -0.76  -1.092
C  1.97  2.89  -0.76  -0.117
C  2.08  2.25  0.46  0.262
C  2.09  2.93  1.67  -0.417
C  1.97  4.31  1.64  -0.788
S  2.19  0.50  0.50  1.407
O  3.49  0.01  1.02  -0.753
C  0.87  -0.02  1.59  0.532
C  1.25  -0.78  2.71  -1.059
C  0.26  -1.36  3.46  -1.001
C  -1.10  -1.26  3.09  1.064
C  -2.12  -1.90  3.84  -0.987
C  -3.42  -1.80  3.46  -0.749
C  -3.78  -1.05  2.31  -0.866
C  -2.83  -0.41  1.57  -1.120
C  -1.46  -0.50  1.95  1.099
C  -0.44  0.17  1.20  -0.643
C  -0.81  1.17  0.15  -0.758
C  -1.28  2.45  0.57  1.247
C  -1.38  2.81  1.94  -1.043
C  -1.84  4.04  2.31  -0.851
C  -2.23  4.98  1.33  -0.784
C  -2.13  4.68  0.01  -1.001
C  -1.65  3.41  -0.41  0.850
C  -1.52  3.10  -1.78  -1.008
C  -1.06  1.88  -2.18  -0.885
C  -0.73  0.92  -1.20  0.735
S  -0.13  -0.64  -1.81  1.453
O  0.32  -0.43  -3.22  -0.897
C  -1.58  -1.65  -1.81  0.411
C  -2.80  -1.08  -2.17  -0.608
C  -3.91  -1.89  -2.26  -0.918
C  -3.84  -3.26  -1.98  0.872
C  -5.07  -4.12  -2.04  -1.546
C  -2.60  -3.81  -1.64  -1.065
C  -1.47  -3.02  -1.56  -0.065
H  1.73  6.90  -0.58  0.384
H  2.47  6.96  1.03  0.417
H  0.73  6.78  0.88  0.298
H  1.76  4.80  -1.71  0.369
H  1.98  2.34  -1.69  0.371
H  2.19  2.40  2.62  0.531
H  1.98  4.86  2.58  0.464
H  2.30  -0.88  2.96  0.626
H  0.52  -1.92  4.36  0.435
H  -1.84  -2.48  4.71  0.468
H  -4.19  -2.29  4.03  0.438
H  -4.82  -0.99  2.02  0.505
H  -3.11  0.16  0.70  0.553
H  -1.08  2.10  2.71  0.470
H  -1.90  4.31  3.36  0.482
H  -2.61  5.95  1.64  0.465
H  -2.43  5.39  -0.75  0.484
H  -1.78  3.85  -2.52  0.483
H  -0.92  1.63  -3.23  0.649
H  -2.88  -0.02  -2.40  0.499
H  -4.86  -1.46  -2.55  0.444
H  -5.75  -3.78  -2.82  0.402
H  -5.62  -4.06  -1.09  0.297
H  -4.83  -5.17  -2.22  0.401
H  -2.52  -4.88  -1.45  0.429
H  -0.52  -3.47  -1.34  0.514
N  -0.32  -5.05  2.72  -0.495
C  0.51  -4.67  2.01  -0.346
C  1.52  -4.18  1.10  -0.125
C  2.68  -4.89  0.84  -0.547
C  3.60  -4.35  -0.04  -1.313
C  3.33  -3.13  -0.62  -0.007
N  2.19  -2.45  -0.39  0.914
C  1.30  -2.97  0.47  -0.087
H  2.87  -5.84  1.33  0.588
H  4.52  -4.86  -0.29  0.527
H  4.04  -2.67  -1.29  0.091
H  0.39  -2.42  0.65  1.264
C  3.26  -1.54  -3.91  -1.032
S  3.20  -0.25  -2.65  0.381
C  4.89  -0.22  -2.01  -1.036
H  3.83  -1.15  -4.75  0.436
H  2.23  -1.71  -4.21  0.349
H  3.72  -2.45  -3.53  0.355
H  5.30  -1.22  -1.92  0.424
H  4.86  0.25  -1.03  0.349
H  5.49  0.37  -2.69  0.440